(1)
Density functional theory data (ωB97M-V with the def2-TZVPD basis set) for one molecule with the formula C4H6N2O3 at a distorted geometry.

Cartesian coordinates (Å):
C: 1.1698 -3.1148 -1.0344
C: 1.2445 -1.9056 -0.4070
N: 0.2555 -1.1775 0.0574
C: 0.1638 0.1916 0.1424
N: 1.2435 0.9081 0.4386
O: 1.0092 2.2705 0.5595
C: -1.3755 0.6469 0.0210
O: -2.2567 -0.1254 -0.1958
O: -1.5624 1.8386 0.3553
H: 2.0838 -3.6863 -1.2349
H: 0.2169 -3.5124 -1.2028
H: 2.1171 -1.2587 -0.1374
H: -0.6953 -1.5979 0.0520
H: 1.9107 2.6921 0.8683
H: -0.8620 2.4708 0.0988

E   -491.15055 a.u.
HOMO energy   -0.3023 Ha
Charge   0
SMILES   C=CN/C(=N/O)C(=O)O
ΔE to the lowest compared entry with this formula, charge and spin   394.8 kJ/mol
Frontier orbital gap   8.5492 eV

(2)
Density functional theory data (ωB97M-V with the def2-TZVPD basis set) for one molecule with the formula C4H6N2O3 at a distorted geometry.

Cartesian coordinates (Å):
C: 0.7081 1.9255 -0.8767
C: -0.4400 1.4392 -0.3262
N: -0.7823 0.3063 0.5210
O: -2.0442 0.3720 1.0128
C: -0.5524 -0.8229 -0.2228
O: -1.4422 -1.4394 -0.7472
N: 0.8028 -1.2184 -0.4224
C: 1.9350 -0.6960 0.1724
O: 2.0082 0.1239 1.0731
H: 0.4990 2.7373 -1.7813
H: 1.6311 1.5811 -0.7058
H: -1.4251 1.9063 -0.5800
H: -2.6012 -0.2667 0.5087
H: 0.7846 -1.9082 -1.1445
H: 2.8895 -1.1919 -0.1775

E   -491.15106 a.u.
HOMO energy   -0.3391 Ha
Charge   0
SMILES   C=CN(O)C(=O)NC=O
ΔE to the lowest compared entry with this formula, charge and spin   393.4 kJ/mol
Frontier orbital gap   9.8334 eV

(3)
Density functional theory data (ωB97M-V with the def2-TZVPD basis set) for a 2-piece molecular cluster, C4H6N2O3S overall at a distorted geometry.

Cartesian coordinates (Å):
C: 0.5669 -2.5561 -0.2777
C: -0.2738 -1.4038 -0.4375
N: -1.3723 -1.2408 -1.1708
C: -1.7709 0.0527 -1.0329
C: -0.9569 0.7144 -0.1162
N: -0.0427 -0.2391 0.2915
H: 0.1676 -3.4883 -0.8297
H: 1.5648 -2.5604 -0.7167
H: 0.7932 -3.0076 0.6837
H: -2.4045 0.4153 -1.7352
H: -1.0700 1.7170 0.4493
H: 0.6944 0.0579 0.9001
O: 0.4214 3.0521 2.2627
S: 0.9983 2.8575 0.9810
O: 1.9989 1.8459 0.8048
O: 0.6856 3.7832 -0.0563

E   -889.37602 a.u.
HOMO energy   -0.3220 Ha
Charge   0
SMILES   Cc1ncc[nH]1.O=S(=O)=O
ΔE to the lowest compared entry with this formula, charge and spin   79.4 kJ/mol
Frontier orbital gap   7.5966 eV

(4)
Density functional theory data (ωB97M-V with the def2-TZVPD basis set) for C4H6N2O3S as an isolated structure at a distorted geometry.

Cartesian coordinates (Å):
C: -1.6746 -1.1992 0.8901
C: -1.8524 -1.6307 -0.3811
C: -0.2200 -0.2483 -0.3509
C: 1.0100 0.3026 -0.9082
N: -0.5728 -0.2833 0.8898
N: 1.3364 1.7213 -0.6193
O: 2.3644 -0.0805 1.3485
O: 2.2462 -2.0499 -0.1724
O: -0.9174 -1.0646 -1.1477
S: 2.5324 -0.6529 -0.2169
H: -2.1818 -1.4347 1.8123
H: -2.5789 -2.4454 -0.7288
H: 0.8551 0.1490 -2.2836
H: 1.1386 1.7922 0.3608
H: 0.8397 2.4360 -1.1005
H: 1.8196 -0.5535 1.9403

E   -889.35535 a.u.
HOMO energy   -0.3392 Ha
Charge   0
ΔE to the lowest compared entry with this formula, charge and spin   133.7 kJ/mol
Frontier orbital gap   9.9523 eV

(5)
Density functional theory data (ωB97M-V with the def2-TZVPD basis set) for C4H6N2O5 as an isolated structure at a distorted geometry.

Cartesian coordinates (Å):
C: 1.1371 -0.7232 -0.1012
C: 4.0549 1.6637 0.0175
C: -1.0094 -1.2482 -1.4189
C: -0.2365 -0.2683 -0.4710
N: 1.5462 -0.7108 2.3014
N: 1.7061 -0.6174 1.1022
O: 4.3108 1.7059 -1.0752
O: 3.7316 1.7304 1.1227
O: 1.9168 -1.0743 -1.0510
O: 3.4127 -0.8897 0.5444
O: 3.1790 -1.5845 -0.6118
H: -1.3556 -2.2314 -0.8485
H: -0.2291 -1.4949 -2.1155
H: -1.7299 -0.6541 -1.7855
H: -0.0331 0.5301 -1.2067
H: -0.8177 0.1240 0.3460
H: 1.9956 0.0566 2.8351

E   -641.42356 a.u.
HOMO energy   -0.3236 Ha
Charge   0
ΔE to the lowest compared entry with this formula, charge and spin   304.4 kJ/mol
Frontier orbital gap   9.1659 eV

(6)
Density functional theory data (ωB97M-V with the def2-TZVPD basis set) for a 2-piece molecular cluster, C4H6N2O5 overall at a distorted geometry.

Cartesian coordinates (Å):
C: -0.3575 1.5059 -0.0142
C: 0.3560 1.7868 1.1506
C: -0.7910 -0.9905 -1.4792
C: -0.0620 -0.7322 -0.2490
N: 1.3705 -0.7282 -0.3653
N: -0.6279 -1.1355 0.9793
O: -1.0024 1.7630 -0.9684
O: 1.8495 -0.9094 -1.4701
O: 2.0100 -0.4682 0.6459
O: 0.1936 -1.1123 1.9141
O: -1.8064 -1.4049 1.0286
H: 1.0026 2.6764 0.8667
H: 0.9872 0.8768 1.4269
H: -0.1343 2.0390 2.1403
H: -0.9528 -0.1841 -2.2050
H: -1.8366 -1.2625 -1.3728
H: -0.1985 -1.7204 -2.0283

E   -641.43460 a.u.
HOMO energy   -0.3544 Ha
Charge   0
ΔE to the lowest compared entry with this formula, charge and spin   275.4 kJ/mol
Frontier orbital gap   8.8512 eV

(7)
Density functional theory data (ωB97M-V with the def2-TZVPD basis set) for C4H6N2OS as an isolated structure at a distorted geometry.

Cartesian coordinates (Å):
C: 2.1018 -0.0944 -0.0798
C: 0.5736 0.1203 -0.0123
C: -0.1829 -1.0404 0.0178
C: -1.7056 -1.0238 -0.1240
H: 2.2380 2.0174 0.0435
H: 3.7773 1.2289 -0.3323
H: 0.1970 1.1820 -0.1045
H: 0.2889 -1.9870 0.1941
H: -2.1541 -2.0128 -0.1667
H: -4.0993 1.4678 0.9517
N: 2.7250 1.1381 -0.1400
N: -2.3056 0.0915 -0.0300
O: 2.5504 -1.2189 -0.0562
S: -4.0045 0.1312 -0.1613

E   -738.86606 a.u.
HOMO energy   -0.3221 Ha
Charge   0
ΔE to the lowest compared entry with this formula, charge and spin   363.9 kJ/mol
Frontier orbital gap   8.4332 eV

(8)
Density functional theory data (ωB97M-V with the def2-TZVPD basis set) for one molecule with the formula C4H6N2OS at a distorted geometry.

Cartesian coordinates (Å):
C: -3.0099 -0.2568 -0.2905
C: -1.7513 -0.8807 0.1288
N: -0.3571 -0.3826 -0.0122
C: -0.0120 0.9217 0.1653
O: -0.7030 1.9122 0.0760
C: 1.6066 1.0722 0.1089
N: 2.1810 -0.1124 0.1732
S: 3.9096 -0.0693 -0.0870
H: -3.9098 -0.7881 -0.1408
H: -2.7250 0.8645 -0.5569
H: -1.6678 -1.8970 0.8777
H: 0.3923 -0.9897 0.1728
H: 1.9269 2.0544 -0.3052
H: 4.1197 -1.4485 -0.3101

E   -738.83843 a.u.
HOMO energy   -0.3314 Ha
Charge   0
SMILES   C=CNC(=O)/C=N/S
ΔE to the lowest compared entry with this formula, charge and spin   436.5 kJ/mol
Frontier orbital gap   8.9698 eV

(9)
Density functional theory data (ωB97M-V with the def2-TZVPD basis set) for one molecule with the formula C4H6N2OS at a distorted geometry.

Cartesian coordinates (Å):
C: 1.2714 -0.4972 0.9214
C: 0.8557 -0.3694 -0.5372
O: -0.1790 -1.2998 -0.8475
C: -1.4882 -0.8999 -0.7716
N: -2.0917 0.1167 -0.2918
N: -1.5643 1.0573 0.5468
C: -0.6177 1.7962 0.0733
S: 0.6004 1.3692 -1.1353
H: 0.4345 -0.3506 1.6127
H: 1.6272 -1.5070 1.0922
H: 2.0422 0.2281 1.1608
H: 1.6711 -0.7666 -1.1486
H: -2.0975 -1.6328 -1.2476
H: -0.4641 2.7559 0.5724

E   -738.87502 a.u.
HOMO energy   -0.3357 Ha
Charge   0
SMILES   C[C@H]1OC=NN=CS1
ΔE to the lowest compared entry with this formula, charge and spin   340.4 kJ/mol
Frontier orbital gap   9.6535 eV

(10)
Density functional theory data (ωB97M-V with the def2-TZVPD basis set) for a 2-piece molecular cluster, C4H6N2OS overall at a distorted geometry.

Cartesian coordinates (Å):
C: -0.4156 -0.5356 -1.7716
C: 1.0018 -0.6627 -1.8173
C: 0.4222 0.9451 -0.3822
C: -1.2226 -0.0534 2.1075
N: -0.6569 0.4644 -0.9377
N: 1.5171 0.1834 -0.9593
O: 0.5883 1.8076 0.4827
S: 0.1918 0.9458 2.6273
H: -1.0514 -1.3413 -2.1224
H: 1.5064 -1.4845 -2.3835
H: -0.9698 -0.3098 1.1362
H: -1.9746 0.7080 1.9816
H: -1.4525 -0.9487 2.7843
H: 2.5158 0.2818 -0.7456

E   -738.84114 a.u.
HOMO energy   -0.2892 Ha
Charge   0
ΔE to the lowest compared entry with this formula, charge and spin   429.4 kJ/mol
Frontier orbital gap   5.7393 eV

(11)
Density functional theory data (ωB97M-V with the def2-TZVPD basis set) for one molecule with the formula C4H6N2OS at a distorted geometry.

Cartesian coordinates (Å):
C: 0.2493 1.7366 0.9380
C: -0.1242 0.4374 0.1823
N: -1.1099 -0.2376 0.8193
N: -1.3336 -1.4472 0.2782
C: -0.4278 -1.4962 -0.6213
O: -0.3916 -2.5978 -1.3078
C: 0.3155 -0.3872 -0.9057
S: 1.6736 -0.1489 -2.0047
H: 0.0813 2.6906 0.2648
H: 1.3217 1.7989 1.1401
H: -0.2550 1.8690 2.0195
H: -1.0851 -0.0328 1.9918
H: -0.6995 -3.4914 -0.6460
H: 1.7854 1.3066 -2.1484

E   -738.84641 a.u.
HOMO energy   -0.3023 Ha
Charge   0
SMILES   Cc1[nH]nc(O)c1S
ΔE to the lowest compared entry with this formula, charge and spin   415.5 kJ/mol
Frontier orbital gap   8.7134 eV

(12)
Density functional theory data (ωB97M-V with the def2-TZVPD basis set) for one molecule with the formula C4H6N2OS at a distorted geometry.

Cartesian coordinates (Å):
C: -0.5859 1.8300 -0.3049
C: -0.3028 0.5328 -0.6069
C: 0.6037 0.7183 1.3745
C: 0.6982 -1.5079 0.4380
N: -0.0011 2.2129 0.8868
N: 0.3180 -0.1174 0.4044
O: 1.0255 -1.1399 2.9935
S: 1.0810 0.3218 2.8911
H: -1.1037 2.5442 -0.9468
H: -0.8319 -0.1226 -1.3799
H: 0.5694 -1.8578 -0.6189
H: 1.6192 -1.6392 0.8019
H: -0.0029 -2.1769 1.0406
H: 0.3827 3.1542 0.9354

E   -738.83692 a.u.
HOMO energy   -0.2556 Ha
Charge   0
ΔE to the lowest compared entry with this formula, charge and spin   440.5 kJ/mol
Frontier orbital gap   7.6957 eV

(13)
Density functional theory data (ωB97M-V with the def2-TZVPD basis set) for one molecule with the formula C4H6N2S at a distorted geometry.

Cartesian coordinates (Å):
C: -1.8635 -0.8853 0.0008
N: -0.6204 -0.1520 0.0845
C: -0.3916 1.1868 0.0255
C: 0.9345 1.4025 -0.0114
C: 1.4549 0.1207 0.0663
S: 3.1584 -0.3376 0.0416
N: 0.5457 -0.8203 0.0680
H: -2.6605 -0.1607 -0.1138
H: -1.7650 -1.5419 -0.8757
H: -2.0778 -1.3990 0.9531
H: -1.1717 1.9186 0.0044
H: 1.4370 2.3552 0.0160
H: 3.0200 -1.6870 -0.2593

E   -663.68925 a.u.
HOMO energy   -0.3053 Ha
Charge   0
SMILES   Cn1ccc(S)n1
ΔE to the lowest compared entry with this formula, charge and spin   103.1 kJ/mol
Frontier orbital gap   9.2259 eV

(14)
Density functional theory data (ωB97M-V with the def2-TZVPD basis set) for one molecule with the formula C4H6N2S.

Cartesian coordinates (Å):
S: 3.1173 -0.0056 0.1544
C: 1.5099 -0.0087 -0.2000
N: 0.7033 -1.0993 -0.3678
C: -0.6862 -0.7483 -0.3493
C: -1.2125 -0.0125 0.8463
C: -0.6686 0.7611 -0.3411
N: 0.7265 1.0830 -0.3495
H: 1.0446 -2.0110 -0.0658
H: -1.3573 -1.2937 -1.0208
H: -0.6357 -0.0644 1.7652
H: -2.2802 0.0055 0.9419
H: -1.3203 1.3962 -0.9386
H: 1.0592 1.9976 -0.0751

E   -663.69992 a.u.
HOMO energy   -0.3030 Ha
Charge   0
SMILES   S=C1N[C@H]2C[C@H]2N1
ΔE to the lowest compared entry with this formula, charge and spin   75.1 kJ/mol
Frontier orbital gap   9.0559 eV

(15)
Density functional theory data (ωB97M-V with the def2-TZVPD basis set) for one molecule with the formula C4H6N2S at a distorted geometry.

Cartesian coordinates (Å):
C: 1.0127 1.0351 1.4658
N: 0.1163 0.3061 0.2272
C: -0.3460 -0.8959 0.6711
C: -0.9537 -1.5993 -0.3334
N: -0.9313 -0.9452 -1.5161
C: -0.3100 0.1998 -1.3070
S: 0.1701 1.3780 -2.4983
H: 0.0916 1.2895 2.1580
H: 1.7233 1.9675 1.3464
H: 1.5849 0.2500 1.8062
H: -0.1362 -1.1872 1.7072
H: -1.4530 -2.6198 -0.1643
H: -0.5688 0.8215 -3.5626

E   -663.61752 a.u.
HOMO energy   -0.2827 Ha
Charge   0
SMILES   Cn1ccnc1S
ΔE to the lowest compared entry with this formula, charge and spin   291.5 kJ/mol
Frontier orbital gap   8.3768 eV

(16)
Density functional theory data (ωB97M-V with the def2-TZVPD basis set) for one molecule with the formula C4H6N2S at a distorted geometry.

Cartesian coordinates (Å):
H: 0.0876 2.2236 -2.6342
N: 0.8801 2.0456 -1.9402
C: 0.6187 1.0282 -1.1657
N: -0.5204 0.3437 -0.9186
C: -0.4963 -0.7434 0.0573
C: -0.4656 -0.6659 1.5345
C: 0.8125 -0.8516 0.6322
S: 1.8347 0.4592 0.2170
H: -1.3660 0.8691 -0.7841
H: -1.0801 -1.5754 -0.2113
H: -0.7844 0.3340 2.1707
H: -0.7899 -1.6660 2.0156
H: 1.2691 -1.8011 1.0268

E   -663.62595 a.u.
HOMO energy   -0.3160 Ha
Charge   0
SMILES   [H]/N=C1\N[C@@H]2C[C@@H]2S1
ΔE to the lowest compared entry with this formula, charge and spin   269.3 kJ/mol
Frontier orbital gap   9.3011 eV

(17)
Density functional theory data (ωB97M-V with the def2-TZVPD basis set) for one molecule with the formula C4H6N2S at a distorted geometry.

Cartesian coordinates (Å):
S: -2.4697 -1.6230 -1.3929
C: -1.1495 -0.5736 -1.5784
N: -0.3506 -0.1327 -0.6758
C: -0.4132 -0.4640 0.8583
C: 0.8254 0.5269 1.2524
C: 1.4384 0.8866 -0.1338
N: 0.6489 0.6167 -1.1372
H: -0.5767 -0.4646 -2.6815
H: -0.3461 -1.5192 1.1454
H: -1.4163 -0.3507 1.1828
H: 0.3008 1.4452 1.6214
H: 1.4073 0.0370 1.9791
H: 2.1013 1.6156 -0.4398

E   -663.61214 a.u.
HOMO energy   -0.3023 Ha
Charge   0
SMILES   S=CN1CCC=N1
ΔE to the lowest compared entry with this formula, charge and spin   305.6 kJ/mol
Frontier orbital gap   8.4877 eV

(18)
Density functional theory data (ωB97M-V with the def2-TZVPD basis set) for one molecule with the formula C4H6N2S at a distorted geometry.

Cartesian coordinates (Å):
S: 3.1439 -0.0127 0.1469
C: 1.5057 -0.0013 -0.1113
N: 0.6904 -1.1149 -0.2801
C: -0.6578 -0.7487 -0.3553
C: -1.2700 -0.0165 0.8133
C: -0.6817 0.7553 -0.3436
N: 0.7031 1.1111 -0.2430
H: 1.0569 -2.0362 -0.0990
H: -1.2721 -1.3866 -0.9786
H: -0.7373 0.0690 1.7935
H: -2.3458 -0.0808 0.8828
H: -1.2472 1.3755 -1.0194
H: 1.1117 2.0868 -0.2062

E   -663.69407 a.u.
HOMO energy   -0.3013 Ha
Charge   0
SMILES   S=C1N[C@H]2C[C@H]2N1
ΔE to the lowest compared entry with this formula, charge and spin   90.5 kJ/mol
Frontier orbital gap   9.0195 eV

(19)
Density functional theory data (ωB97M-V with the def2-TZVPD basis set) for one molecule with the formula C4H6N2S at a distorted geometry.

Cartesian coordinates (Å):
H: -2.4046 1.1776 1.0067
N: -1.5073 1.0681 0.5449
C: -1.0619 -0.1268 0.6011
N: -1.4904 -1.2032 1.2740
C: 0.2132 -0.4789 -0.2404
S: 0.6840 -2.1137 -0.4412
C: 0.9980 0.6845 -0.7316
C: 2.1102 0.8157 -1.4672
H: -1.1058 -2.1541 1.0263
H: -2.2267 -0.9191 2.0216
H: 0.5116 1.6253 -0.1602
H: 2.5964 -0.1454 -1.8750
H: 2.6832 1.7700 -1.5587

E   -663.64237 a.u.
HOMO energy   -0.3326 Ha
Charge   0
SMILES   [H]/N=C(\N)C(=S)C=C
ΔE to the lowest compared entry with this formula, charge and spin   226.2 kJ/mol
Frontier orbital gap   7.7065 eV

(20)
Density functional theory data (ωB97M-V with the def2-TZVPD basis set) for one molecule with the formula C4H6N2S at a distorted geometry.

Cartesian coordinates (Å):
S: -3.1665 0.0304 0.0499
C: -1.4809 0.1461 0.0727
C: -0.5466 1.3464 -0.0402
C: 0.8298 1.1858 -0.0341
C: 1.3102 -0.1826 0.3365
N: 0.5354 -1.2114 -0.2733
N: -0.9331 -1.1100 0.0596
H: -1.0479 2.3508 -0.1918
H: 1.3187 2.0940 -0.6273
H: 1.8360 -0.1449 1.3434
H: 2.2619 -0.3190 -0.3111
H: 0.7768 -2.2297 -0.3009
H: -1.6940 -1.9560 -0.0835

E   -663.57939 a.u.
HOMO energy   -0.2920 Ha
Charge   0
SMILES   S=C1C=CCNN1
ΔE to the lowest compared entry with this formula, charge and spin   391.6 kJ/mol
Frontier orbital gap   7.7570 eV